1.
Formula: C4H9N3
Source: the Open Molecules 2025 dataset
Level of theory: ωB97M-V/def2-TZVPD

As for the HOMO energy: -8.4 eV. The orbital gap is 0.344 Eh. The energy relative to the best compared isomer or geometry (same formula, charge and spin) comes out at 159.87 kcal/mol. The total charge is 0. The LUMO energy is 0.91 eV. The maximum force is 5.9 eV/Å. As for the SMILES: C=NN1CC(N)C1.

Each line ends with the Mulliken charge.
Element x y z (Å)
C  -0.62807  -0.50290  2.60149  -0.23
N  -1.28066  -0.39880  1.44238  -0.57
N  -0.29778  -0.26483  0.36049  0.18
C  -0.64177  0.73997  -0.71572  -0.64
C  0.78135  0.56314  -1.15594  -0.08
N  0.57711  -0.44804  -2.42329  -0.69
C  1.20707  -0.00832  0.34037  -0.50
H  -1.30460  -0.52499  3.53228  0.27
H  0.56249  -0.30672  2.78312  0.20
H  -1.61303  0.67924  -1.31363  0.41
H  -0.46750  1.73471  -0.39888  0.33
H  0.90784  1.68204  -1.63659  0.26
H  1.40099  -0.56634  -3.15782  0.23
H  -0.24779  0.14176  -3.02657  0.27
H  1.48409  1.08076  0.85734  0.32
H  1.97535  -0.89007  0.28243  0.24

***

2.
Formula: C2H2FNO2
Source: the Open Molecules 2025 dataset
Level of theory: ωB97M-V/def2-TZVPD

As for the HOMO energy: -9.3 eV. The orbital gap is 0.317 Eh. The energy relative to the best compared isomer or geometry (same formula, charge and spin) comes out at 124.72 kcal/mol. The total charge is 0. The LUMO energy is -0.73 eV. The maximum force is 2.6 eV/Å. As for the SMILES: O=C=CF.N=O.

Each line ends with the Mulliken charge.
Element x y z (Å)
O  -2.04270  1.85627  1.70445  -0.33
C  -1.16868  1.12468  1.50294  0.69
C  -0.18219  0.28098  1.30411  -0.35
F  0.23635  -0.88218  1.86777  -0.22
H  0.19729  0.48878  0.28822  0.22
N  0.99183  -0.74984  -1.84566  0.08
O  1.59085  -0.58536  -2.88461  -0.30
H  0.37727  -1.53334  -1.93722  0.21

***

3.
Formula: C40H44CrN2O5S3Sb2
Source: the Open Molecules 2025 dataset
Level of theory: ωB97M-V/def2-TZVPD

As for the HOMO energy (spin up / spin down): -10.2 / -10.2 eV. The orbital gap (spin up / spin down) is 0.283 / 0.275 Eh. The energy relative to the best compared isomer or geometry (same formula, charge and spin) comes out at 21.09 kcal/mol. The total charge is +1. The LUMO energy (spin up / spin down) is -2.52 / -2.68 eV. The maximum force is 0.2 eV/Å. The multiplicity is 4.

Each line ends with the Mulliken spin population.
Element x y z (Å)
Cr  1.43317  0.01531  0.31037  3.09
O  1.04129  -2.37805  3.06673  0.00
S  0.30694  -1.59805  2.12437  0.00
O  0.50818  -1.84978  0.67026  0.00
N  0.61140  -0.03105  2.09813  -0.04
C  1.22442  0.77555  3.05387  -0.01
C  1.09757  0.72629  4.41466  0.01
C  1.75213  1.68967  5.21620  -0.01
C  2.50125  2.69180  4.66971  0.01
C  2.65936  2.76148  3.26365  0.00
C  3.42182  3.74483  2.59558  0.01
C  3.53515  3.71763  1.23262  0.00
C  2.90411  2.68793  0.51519  0.03
N  2.19310  1.75731  1.10801  -0.07
C  2.03745  1.78678  2.46878  0.04
C  -1.40323  -1.81103  2.46610  0.01
C  -1.79890  -2.82893  3.32017  0.00
C  -3.15449  -3.00585  3.56181  0.00
C  -4.08214  -2.17003  2.95733  0.00
C  -3.66604  -1.14370  2.11529  0.00
C  -2.31758  -0.95524  1.86841  -0.01
H  0.50005  -0.04746  4.87800  0.00
H  1.64224  1.62870  6.29066  0.00
H  2.98524  3.43022  5.29497  0.00
H  3.91309  4.51730  3.17444  0.00
H  4.10793  4.46204  0.69896  0.00
H  2.98596  2.61653  -0.56303  -0.01
H  -1.05544  -3.46716  3.77708  0.00
H  -3.48269  -3.79622  4.22308  0.00
H  -5.13805  -2.31136  3.14898  0.00
H  -4.39636  -0.48901  1.65784  0.00
H  -1.96244  -0.15409  1.22911  0.00
S  -0.28272  1.00393  -0.91525  -0.08
Sb  -3.46162  1.38315  -2.62561  0.01
C  -2.48151  3.27048  -2.70623  0.00
C  -3.32490  4.28717  -2.26178  0.00
C  -2.91740  5.61109  -2.34232  0.00
C  -1.67670  5.92491  -2.87541  0.00
C  -0.84979  4.91238  -3.33785  0.00
C  -1.25122  3.58663  -3.25863  0.00
C  -4.52065  1.59909  -0.81517  0.00
C  -5.75995  0.98809  -0.63703  0.00
C  -6.44432  1.14626  0.56084  0.00
C  -5.88208  1.89067  1.58912  0.00
C  -4.62557  2.45957  1.43112  0.00
C  -3.94367  2.31644  0.23056  0.00
C  -3.16892  -0.70566  -2.61725  0.01
C  -3.12339  -1.37028  -1.40355  0.00
C  -3.04584  -2.75682  -1.38447  0.00
C  -3.03616  -3.46550  -2.57607  0.00
C  -3.09652  -2.79307  -3.79245  0.00
C  -3.15561  -1.40860  -3.81834  0.00
H  -4.29870  4.06722  -1.83951  0.00
H  -3.57517  6.39299  -1.98696  0.00
H  -1.35959  6.95725  -2.93862  0.00
H  0.11303  5.15033  -3.77085  0.00
H  -0.59888  2.81943  -3.64302  0.01
H  -6.20392  0.39153  -1.42442  0.00
H  -7.41612  0.68783  0.68889  0.00
H  -6.41783  2.01461  2.52111  0.00
H  -4.17578  3.01920  2.24054  0.00
H  -2.96553  2.76886  0.11219  0.00
H  -3.14494  -0.81902  -0.47736  0.01
H  -2.98909  -3.27464  -0.43511  0.00
H  -2.97752  -4.54578  -2.56149  0.00
H  -3.09057  -3.34774  -4.72151  0.00
H  -3.17569  -0.89133  -4.77058  0.00
C  5.28327  -0.24626  -0.48704  0.00
S  3.73095  -1.06661  -0.42601  -0.01
O  3.20365  -0.91105  0.95987  0.00
O  3.89860  -2.39718  -0.90379  0.00
O  2.76043  -0.23351  -1.22840  0.01
H  5.96504  -0.79769  0.15689  0.00
H  5.16337  0.77559  -0.13509  0.00
H  5.63291  -0.27273  -1.51661  0.00
C  -6.04935  0.82722  -4.24568  0.00
C  -4.74662  1.61663  -4.30114  0.00
Sb  -0.05039  0.26798  -3.19624  0.00
C  0.39106  -1.81202  -2.95922  0.00
C  0.64631  -2.46612  -4.31268  0.00
C  1.88166  0.99257  -3.82637  0.00
C  1.82655  1.53908  -5.24945  0.00
H  -6.57586  0.90878  -5.19679  0.00
H  -6.71358  1.21104  -3.47182  0.00
H  -5.87794  -0.23381  -4.05613  0.00
H  -4.91729  2.68997  -4.38825  0.00
H  -4.13418  1.32355  -5.15705  0.00
H  -0.46033  -2.25832  -2.44427  0.00
H  1.25992  -1.89484  -2.30817  0.00
H  -0.22140  -2.38811  -4.97239  0.00
H  0.87589  -3.52653  -4.19568  0.00
H  1.49557  -2.01016  -4.82708  0.00
H  2.58077  0.16215  -3.73827  0.00
H  2.19598  1.75358  -3.11082  0.00
H  1.51039  0.77439  -5.96228  0.00
H  2.80472  1.89882  -5.57410  0.00
H  1.12491  2.37191  -5.34193  0.00